17
Properties=species:S:1:pos:R:3:forces:R:3:nbo_charge:R:1 method="wB97M-V/def2-TZVPD" relative_energy_kcal_mol=0.0 homo_ev=-9.518 multiplicity=1 homo_lumo_gap_ev=10.23 charge=0 total_energy_ha=-846.02264
H 1.87221 -0.90432 -1.90041 -1.878 -0.655 0.705 0.407
Si 0.71107 -0.51771 0.15700 -0.873 0.490 0.736 2.103
C 0.70037 2.40612 -0.01001 1.653 -0.843 0.522 -0.359
H 0.37977 -1.42657 2.30107 0.311 -0.443 0.700 0.398
Si -2.44572 -0.20340 -0.04649 -1.197 0.222 0.827 1.277
H 0.25140 -1.61449 -1.86156 0.715 0.085 0.050 0.413
H 1.25103 3.35427 -0.07770 -0.480 -0.174 -0.081 0.191
N 0.79499 -1.70563 1.43636 3.410 -1.202 -1.834 -1.309
H -2.94724 -1.23116 -0.94691 -0.253 -0.748 0.142 -0.222
C 1.46279 1.27436 0.04802 -2.381 -1.032 0.971 -0.647
N 1.01659 -1.18213 -1.34714 1.967 -0.133 -1.794 -1.347
H -0.40276 2.48213 0.12508 1.013 -0.478 -0.362 0.210
H 2.53598 1.17239 0.09096 0.407 1.131 -0.357 0.209
H 1.61655 -2.43920 1.38650 -2.437 2.217 0.904 0.407
H -2.65128 0.93728 -0.87809 -0.172 1.209 -0.401 -0.240
O -0.89980 -0.39471 0.25632 -0.344 0.716 0.251 -1.287
H -3.24595 -0.00722 1.26698 0.542 -0.363 -0.980 -0.202

***

16
Properties=species:S:1:pos:R:3:forces:R:3:nbo_charge:R:1 method="wB97M-V/def2-TZVPD" relative_energy_kcal_mol=6.4 homo_ev=-8.819 multiplicity=1 homo_lumo_gap_ev=9.52 charge=0 total_energy_ha=-988.06476
N 2.34218 -0.55298 0.51116 0.217 -0.094 0.207 -0.824
N 1.45810 -1.20914 2.69314 -0.167 0.179 -0.389 -0.872
C 2.08960 -0.14869 1.85858 -0.894 -0.053 1.315 -0.047
H 2.03203 -2.03675 2.78825 0.188 0.077 0.026 0.350
H 1.48328 -0.94859 0.14229 0.141 0.016 -0.177 0.367
H 3.04465 -1.28421 0.52098 0.003 -0.009 -0.206 0.347
H -1.62996 -0.02567 1.43149 -0.167 0.138 -0.033 0.232
H 1.34729 0.65708 1.89177 0.180 0.045 -0.329 0.164
H -0.67650 1.38156 0.98293 0.148 0.212 -0.111 0.212
H 1.24352 -0.85572 3.61900 0.063 -0.076 -0.026 0.355
C -1.44545 0.70217 0.63805 0.185 -0.336 0.078 -0.741
H 2.97030 0.25122 2.36436 0.389 -0.058 -0.426 0.158
S -1.53951 0.86986 -2.34045 0.067 -0.078 -0.304 -0.137
H -0.34260 1.26348 -2.80113 0.022 0.156 0.090 0.130
H -2.34631 1.25399 0.37655 0.003 -0.158 0.103 0.231
S -0.89854 -0.29041 -0.78419 -0.379 0.039 0.179 0.075

***

15
Properties=species:S:1:pos:R:3:forces:R:3:nbo_charge:R:1 method="wB97M-V/def2-TZVPD" relative_energy_kcal_mol=48.9 homo_ev=-14.409 multiplicity=1 homo_lumo_gap_ev=11.40 charge=+1 total_energy_ha=-246.18076
H -0.00096 -3.67348 -0.61746 0.198 -0.121 0.346 0.428
H 1.83243 -0.75412 0.93663 -1.814 -1.712 -0.715 0.426
H 0.34255 0.40616 0.42729 -1.603 -2.975 0.164 0.467
H -1.76836 1.32195 0.28531 1.081 -1.307 -0.039 0.426
C -0.37211 2.42163 -0.72389 -0.308 -0.598 1.945 -0.412
H -0.93179 -1.58527 -0.00888 -0.707 -0.229 0.316 0.206
H -0.52915 1.65061 1.19969 -0.114 0.336 0.412 0.391
H 0.15594 1.83180 -1.41461 0.606 0.228 -1.716 0.208
H 0.30684 3.11086 -0.19563 -0.419 -0.083 -0.555 0.217
H 1.54866 -3.17270 0.06326 -0.263 -0.311 -0.240 0.417
N -0.72288 1.28172 0.27636 -0.554 2.584 0.169 -0.834
C 0.05563 -1.85822 0.30855 2.474 0.630 -1.936 0.366
N 0.81122 -0.87903 0.66431 1.123 4.355 1.159 -0.796
H -1.29100 2.91200 -1.09947 0.799 -0.321 0.129 0.227
N 0.56300 -3.01392 -0.10146 -0.500 -0.477 0.562 -0.738

***

16
Properties=species:S:1:pos:R:3:forces:R:3:lowdin_spin:R:1 method="wB97M-V/def2-TZVPD" relative_energy_kcal_mol=14.9 homo_ev="-19.014 / -19.006" multiplicity=2 homo_lumo_gap_ev="10.66 / 4.90" charge=+2 total_energy_ha=-320.97837
H 0.98836 2.17570 1.88760 -0.145 -0.139 -0.140 0.003
N -0.20356 -0.49549 -0.92671 -0.096 0.034 1.109 0.180
H 2.32219 0.08754 -0.79492 0.013 0.134 -0.025 0.000
H 0.25086 -1.29123 -1.39469 -0.015 0.296 0.062 0.003
H -1.17644 -0.69550 -0.69358 0.121 -0.204 -0.329 0.002
N -0.42094 1.16660 0.62792 -0.017 -0.338 1.453 0.573
H -0.52808 3.01053 1.49475 -0.298 0.171 0.226 0.053
H 2.13228 1.31992 0.40937 0.076 -0.087 -0.309 0.000
O -1.22065 -3.01278 -0.82770 -0.654 0.047 -0.411 0.004
C 0.42655 0.39548 -0.16893 -0.146 -0.324 -1.590 0.029
H -1.31979 -3.93108 -0.53593 0.385 0.075 0.257 0.000
N 1.69934 0.67205 -0.24326 0.130 -0.018 0.637 -0.004
H -0.57505 1.59352 2.59284 -0.177 0.267 0.292 0.039
H -1.38692 0.84790 0.75134 -0.113 -0.014 -0.758 0.006
C -0.07995 2.02977 1.71951 0.731 0.080 -0.483 0.114
H -1.96788 -2.95448 -1.44686 0.204 0.023 0.009 0.000

***

16
Properties=species:S:1:pos:R:3:forces:R:3:nbo_charge:R:1 method="wB97M-V/def2-TZVPD" relative_energy_kcal_mol=44.0 homo_ev=-8.093 multiplicity=1 homo_lumo_gap_ev=9.07 charge=0 total_energy_ha=-301.15796
C -4.23748 0.22002 2.01953 -0.105 -0.098 3.398 0.273
N -3.93111 1.30731 1.25970 0.962 3.057 1.341 -0.805
H 4.86447 -0.34259 -0.03380 1.472 -0.884 2.407 0.367
H -4.74941 1.52397 0.77110 -1.306 -0.062 -1.948 0.376
N 4.45223 -0.05423 -0.84058 1.661 2.683 -2.365 -0.857
H 3.17143 0.20507 -3.14276 -0.677 -0.529 1.269 0.379
N -4.93524 -0.71866 1.61343 -1.087 -1.350 -1.933 -0.692
H -3.85101 2.21646 1.81312 0.595 -1.971 -0.489 0.369
H 3.18207 -1.70371 -0.93404 0.399 -0.312 -0.007 0.127
H -5.12073 -1.42498 2.30373 0.117 -0.106 0.304 0.345
C 3.23512 -0.62081 -1.09560 -3.737 -0.778 -0.594 -0.010
H -4.02513 0.21686 3.11368 0.826 0.530 -0.674 0.135
H 2.44983 -0.23023 -0.39537 0.634 -0.035 -0.055 0.134
H 1.67867 -0.38698 -2.43711 0.595 0.372 -0.355 0.376
H 5.12316 0.16791 -1.58413 -0.795 -0.566 0.474 0.373
N 2.69314 -0.37542 -2.43090 0.446 0.050 -0.771 -0.892

***

16
Properties=species:S:1:pos:R:3:forces:R:3:nbo_charge:R:1 method="wB97M-V/def2-TZVPD" relative_energy_kcal_mol=43.6 homo_ev=-8.893 multiplicity=1 homo_lumo_gap_ev=9.70 charge=0 total_energy_ha=-301.15868
C 0.67830 1.08216 2.61781 -1.272 -2.496 2.718 0.292
H -0.52144 0.79528 -1.13728 0.379 0.982 -0.044 0.342
C -1.11189 -0.99706 -1.72584 -0.536 -1.481 1.581 -0.038
H -1.81566 -0.62174 -2.41337 -1.363 0.065 -0.933 0.143
H 0.17231 0.54494 3.50442 -0.174 1.394 -1.122 0.145
H -1.90194 0.36233 -0.52150 -1.957 0.819 0.558 0.357
N -0.99255 0.05349 -0.66494 2.251 -2.162 -0.972 -0.838
H 1.58753 0.48138 0.94400 -1.470 -0.648 1.130 0.359
H 0.83231 -0.62988 -2.31833 0.035 -0.967 -0.088 0.371
N 0.08295 -1.29848 -2.49352 -0.315 0.373 0.555 -0.876
H 0.29012 -0.50930 1.35473 -1.748 -1.273 -0.322 0.411
N 0.89180 0.16855 1.68407 4.351 1.204 -2.875 -0.810
H -1.53193 -1.95330 -1.20635 0.701 1.549 -1.039 0.161
H 1.91825 2.60553 2.10539 -2.323 -1.357 1.208 0.327
N 1.15092 2.21170 2.79665 2.763 3.293 -0.587 -0.729
H 0.27093 -2.29559 -2.52595 0.678 0.704 0.232 0.384

***

17
Properties=species:S:1:pos:R:3:forces:R:3:nbo_charge:R:1 method="wB97M-V/def2-TZVPD" relative_energy_kcal_mol=154.9 homo_ev="-7.172 / -7.092" multiplicity=1 homo_lumo_gap_ev="7.37 / 7.26" charge=0 total_energy_ha=-376.25466
H 1.70251 -0.78911 1.74105 -0.042 0.118 -0.326 0.354
O -1.89302 1.43051 -0.51838 -0.229 -0.121 -0.436 -0.725
N 1.38567 -1.02593 0.79922 0.076 -0.507 -0.685 -0.706
H -0.21414 -1.33489 -1.33815 -0.001 0.097 -0.143 0.216
H -0.15597 0.38671 -2.06880 0.010 -0.177 -0.106 0.215
H 3.04821 0.92955 -0.03882 0.318 0.375 -0.018 0.310
N -2.19773 -0.72467 0.43300 -0.303 -0.110 -0.482 -0.844
C -1.28563 0.19244 -0.21124 0.742 0.446 2.427 0.073
H -0.39716 0.40304 0.57629 -1.465 -0.317 -0.991 0.294
H 1.81799 2.04040 0.11831 0.086 -0.127 0.017 0.359
H -2.40998 1.67615 0.25855 0.088 -0.083 -0.074 0.480
H 2.10426 -1.59244 0.35490 0.222 -0.143 0.254 0.319
C -0.37909 -0.27098 -1.23858 1.861 0.516 0.300 -0.133
H -2.80780 -1.16895 -0.24568 -0.077 -0.083 0.078 0.348
H -1.67213 -1.44485 0.91476 -0.034 0.075 0.020 0.375
N 1.19746 0.16382 0.04774 -1.803 0.736 1.564 -0.283
N 2.15656 1.12921 0.41584 0.553 -0.697 -1.399 -0.651